4
Properties=species:S:1:pos:R:3 method="wB97M-V/def2-TZVPD" e_tot_ev=-5467.2561 homo_energy_ev=-13.5 multiplicity=1 lumo_energy_ev=1.4 smiles=F.F relative_energy_kj_mol=23.6
H 1.84 -0.49 0.16
H -1.74 0.59 0.09
F 1.13 0.04 -0.13
F -1.22 -0.14 -0.12


62
Properties=species:S:1:pos:R:3 method="wB97M-V/def2-TZVPD" e_tot_ev=-33062.1481 homo_energy_ev=-8.0 multiplicity=1 lumo_energy_ev=0.8 smiles="CCOC(=O)C1(CCOC)CCN([C@H](C)CCc2ccc(OC)cc2)CC1" relative_energy_kj_mol=66.8
C -6.53 -1.83 -0.56
C -5.55 -1.31 0.47
H -6.01 -0.54 1.11
H -5.19 -2.11 1.12
O -4.44 -0.73 -0.22
C -3.47 -0.21 0.54
O -3.51 -0.22 1.75
C -2.38 0.43 -0.30
C -1.15 0.71 0.56
H -1.44 1.26 1.46
C -0.46 -0.58 0.99
N -0.08 -1.36 -0.18
C -1.27 -1.76 -0.90
C -1.96 -0.51 -1.44
H -2.84 -0.80 -2.02
H -1.27 0.02 -2.10
H -0.97 -2.40 -1.73
H -1.97 -2.32 -0.26
C 0.89 -2.42 0.05
C 2.29 -1.82 0.28
H 2.31 -1.28 1.23
H 3.01 -2.64 0.35
C 2.69 -0.87 -0.85
C 3.98 -0.18 -0.53
C 5.20 -0.69 -0.94
C 6.40 -0.08 -0.61
C 6.39 1.08 0.16
C 5.17 1.60 0.59
C 3.99 0.98 0.25
H 3.05 1.39 0.58
H 5.18 2.50 1.19
O 7.50 1.77 0.55
C 8.76 1.29 0.15
H 8.96 0.29 0.55
H 9.49 1.99 0.57
H 8.86 1.28 -0.94
H 7.32 -0.51 -0.96
H 5.23 -1.59 -1.54
H 2.80 -1.44 -1.78
H 1.89 -0.14 -0.99
C 0.53 -3.39 1.18
H 0.57 -2.89 2.14
H -0.47 -3.79 1.03
H 1.23 -4.22 1.19
H 0.93 -2.98 -0.89
H 0.44 -0.33 1.56
H -1.14 -1.14 1.65
H -0.45 1.32 -0.01
C -2.97 1.72 -0.91
C -3.47 2.72 0.13
O -4.13 3.76 -0.56
C -4.61 4.76 0.29
H -5.11 5.50 -0.34
H -3.80 5.24 0.85
H -5.34 4.36 1.01
H -4.16 2.24 0.84
H -2.63 3.14 0.71
H -3.81 1.46 -1.55
H -2.21 2.20 -1.53
H -6.87 -1.02 -1.20
H -6.05 -2.58 -1.18
H -7.39 -2.28 -0.06


20
Properties=species:S:1:pos:R:3 method="wB97M-V/def2-TZVPD" e_tot_ev=-14587.1615 homo_energy_ev="-6.1 / -8.5" multiplicity=3 lumo_energy_ev="-0.2 / -2.3" relative_energy_kj_mol=246.4
C 1.18 0.76 1.78
C 1.51 1.80 0.87
C 0.34 -0.24 1.46
C 1.05 1.76 -0.35
C -0.48 -0.27 0.24
C 0.21 0.67 -0.83
C -1.99 -0.32 0.34
C -1.32 -1.58 0.20
C -1.45 -2.86 0.34
C 0.21 0.20 -2.12
O -2.96 0.33 0.64
O 0.70 0.80 -3.20
H 1.57 0.75 2.87
H 2.15 2.66 1.02
H 0.15 -1.00 2.30
H 1.36 2.36 -1.23
H -2.35 -3.34 0.65
H -0.68 -3.54 0.40
H -0.41 -0.63 -2.37
H 1.20 1.67 -3.00


10
Properties=species:S:1:pos:R:3 method="wB97M-V/def2-TZVPD" e_tot_ev=-8301.6262 homo_energy_ev=-8.4 multiplicity=1 lumo_energy_ev=-0.3 relative_energy_kj_mol=525.9
C 0.32 0.62 2.05
C 0.61 0.42 0.80
C -0.76 0.52 -0.31
C -0.50 -0.59 -1.30
O -0.07 0.60 3.16
O 0.43 1.30 -0.22
H 1.36 -0.39 0.65
H 0.43 -1.11 -1.46
H -0.63 0.10 -2.31
H -1.19 -1.46 -1.06


51
Properties=species:S:1:pos:R:3 method="wB97M-V/def2-TZVPD" e_tot_ev=-39427.3056 total_charge=+1 homo_energy_ev="-11.6 / -11.6" multiplicity=2 lumo_energy_ev="-2.9 / -4.5" relative_energy_kj_mol=0.0
Ru -1.17 -0.36 0.60
C -0.26 -0.36 4.75
C -0.28 -0.48 3.27
N -1.24 -0.03 2.52
O -2.27 0.66 3.15
C 0.82 -1.06 2.54
C 2.02 -1.65 3.21
N 0.69 -0.96 1.24
O 1.63 -1.35 0.46
H -1.18 0.06 5.13
H 0.58 0.27 5.05
H -0.09 -1.34 5.20
H -2.28 1.51 2.69
H 2.56 -0.89 3.79
H 2.68 -2.06 2.46
H 1.73 -2.44 3.89
N -0.58 2.73 0.46
C -0.76 1.59 0.47
C -4.20 2.04 0.77
Te -3.61 0.32 -0.32
C -3.00 1.39 -2.04
H -5.03 2.51 0.23
H -3.36 2.73 0.82
H -4.53 1.74 1.76
H -3.52 2.34 -2.04
H -3.26 0.81 -2.92
H -1.92 1.56 -2.00
N 2.95 -0.42 -1.62
C 2.16 -0.41 -2.89
C 1.15 0.72 -2.84
N 1.75 2.02 -2.56
C 2.56 2.00 -1.36
C 3.61 0.90 -1.36
H 3.65 -1.16 -1.64
H 2.31 -0.66 -0.81
H 1.68 -1.39 -2.99
H 2.87 -0.28 -3.71
H 0.42 0.50 -2.05
H 0.60 0.76 -3.78
H 2.26 2.38 -3.36
H 1.90 1.86 -0.50
H 3.05 2.96 -1.23
H 4.13 0.82 -0.41
H 4.34 1.05 -2.16
C -1.77 -3.53 -1.79
C -1.49 -2.35 -0.93
O -1.51 -2.43 0.33
O -1.25 -1.20 -1.44
H -1.83 -4.43 -1.19
H -0.99 -3.63 -2.55
H -2.71 -3.38 -2.31


48
Properties=species:S:1:pos:R:3 method="wB97M-V/def2-TZVPD" e_tot_ev=-112297.0400 total_charge=+2 homo_energy_ev="-14.8 / -15.7" multiplicity=3 lumo_energy_ev="-6.9 / -9.4" relative_energy_kj_mol=4.4
W -0.40 0.00 1.44
O -2.86 0.25 4.36
S -1.98 0.07 3.29
O -0.82 1.09 3.13
O -2.51 0.14 1.85
O -1.16 -1.19 3.14
N 2.14 -1.48 -0.96
C 1.18 -2.29 -1.81
C 0.66 -3.49 -1.04
C -0.58 -3.23 -0.19
N -0.31 -2.33 0.97
C -1.69 -2.64 -1.04
C -1.26 -1.32 -1.66
N -1.34 -0.23 -0.63
C 0.07 -1.41 -2.41
H 2.79 -2.09 -0.45
H 1.68 -0.89 -0.25
H 2.71 -0.86 -1.53
H 1.82 -2.63 -2.63
H 1.46 -3.94 -0.45
H 0.39 -4.25 -1.78
H -0.90 -4.19 0.21
H 0.52 -2.64 1.48
H -1.06 -2.50 1.65
H -2.60 -2.51 -0.45
H -1.94 -3.35 -1.83
H -2.00 -1.04 -2.41
H -2.31 -0.20 -0.31
H -1.20 0.66 -1.11
H 0.45 -0.42 -2.66
H -0.16 -1.87 -3.37
Br 1.77 -0.72 2.52
C 1.11 1.25 0.41
C 2.50 1.49 0.24
C 2.96 2.76 -0.09
C 2.11 3.88 -0.16
C 0.74 3.69 0.08
C -0.26 4.67 0.19
C -1.59 4.30 0.59
C -1.95 3.00 0.88
C -0.97 1.99 0.74
C 0.30 2.37 0.31
H 3.23 0.71 0.41
H 4.02 2.91 -0.22
H 2.51 4.87 -0.35
H -0.03 5.71 0.00
H -2.31 5.10 0.70
H -2.95 2.77 1.22


26
Properties=species:S:1:pos:R:3 method="wB97M-V/def2-TZVPD" e_tot_ev=-11071.0494 homo_energy_ev=-9.7 multiplicity=1 lumo_energy_ev=1.1 smiles=CC(C)[C@@H](C)[C@H](C)ON relative_energy_kj_mol=201.6
C 1.07 -0.28 0.39
C -0.04 0.18 -0.58
C -1.46 -0.14 -0.08
C 1.06 0.44 1.74
C 0.13 1.67 -0.91
C -1.63 -1.61 0.28
C -2.50 0.24 -1.13
N 3.38 -0.72 0.36
O 2.30 -0.05 -0.30
H 0.98 -1.36 0.56
H 0.13 -0.39 -1.51
H -1.65 0.46 0.82
H 3.74 -1.40 -0.31
H 4.10 -0.01 0.50
H 1.17 1.51 1.61
H 0.14 0.23 2.27
H 1.90 0.07 2.33
H -0.26 2.29 -0.10
H 1.18 1.89 -1.05
H -0.39 1.92 -1.83
H -1.33 -2.24 -0.56
H -2.30 -0.28 -2.06
H -2.67 -1.82 0.51
H -1.04 -1.89 1.15
H -2.50 1.31 -1.32
H -3.49 -0.04 -0.79